1.
Below is a 7-piece molecular cluster, C30H31F3O12 overall in a non-equilibrium geometry, with properties calculated with ωB97M-V/def2-TZVPD.

```
76
Properties=species:S:1:pos:R:3:forces:R:3:mulliken_charge:R:1
F 9.51015 19.25348 8.43592 -0.1459 -0.0762 -0.0877 -0.387
C 8.29498 19.10188 8.99512 -1.4459 -1.0144 -0.6690 0.371
C 7.73944 20.11244 9.72970 0.6063 0.8972 0.8939 -0.089
C 6.49380 19.97069 10.34308 0.5892 0.5411 -0.9356 -0.730
C 5.80748 18.82577 10.09566 -1.4931 -0.6450 0.8153 -0.472
C 6.31940 17.79147 9.35110 0.3762 -0.0076 -1.0272 -0.298
C 7.54094 17.94363 8.72252 0.9202 0.0888 0.4020 -0.690
H 8.32398 21.00588 9.89242 0.0486 0.1503 -0.0041 0.413
H 6.00860 20.78751 10.85668 0.2947 0.0505 0.2155 0.445
H 4.80728 18.71225 10.48698 -0.1450 0.0084 0.1684 0.388
H 5.72040 16.91820 9.13895 0.0315 -0.1220 0.0912 0.473
H 7.93928 17.14191 8.11842 0.1528 0.0228 -0.1773 0.618
F 10.21135 21.14703 12.01842 1.3813 -1.2408 -1.1379 -0.375
C 11.11252 20.16155 11.55904 -0.9969 1.1631 -0.0822 0.396
C 11.50310 20.06212 10.23452 1.1270 -0.3885 -1.1119 -0.462
C 12.46502 19.09718 9.84980 -1.9929 -0.0234 1.9409 -0.622
C 12.80936 18.12885 10.82578 0.8856 0.2892 -2.0626 -0.222
C 12.34918 18.18081 12.10572 -0.3451 1.5866 1.2329 -0.652
C 11.55268 19.28592 12.50592 -0.1911 -0.7439 -0.0687 -0.257
H 11.14098 20.60614 9.37468 -0.3631 0.6914 0.6213 0.424
H 12.66496 19.06152 8.78907 0.5242 -0.3461 0.1382 0.384
H 13.49444 17.34202 10.54658 0.0065 -0.1972 -0.0539 0.401
H 12.72306 17.46048 12.81826 -0.1785 -0.0412 0.1836 0.565
H 11.10894 19.52702 13.46058 0.3761 -0.6769 0.5121 0.414
F 9.41882 8.55692 10.25788 -0.5537 -0.0742 -0.4230 -0.305
C 8.21417 8.66854 9.63620 -1.3578 0.9112 -0.5409 0.213
C 7.84262 7.78708 8.62166 0.7995 0.0433 -0.0422 -0.281
C 6.64724 7.95041 7.90286 0.8535 -0.0796 1.1014 -0.601
C 5.76432 8.90675 8.36926 -0.4561 -0.9065 -1.6050 -0.200
C 6.08492 9.70323 9.41438 0.6898 2.2734 0.9470 -0.626
C 7.35730 9.73693 9.97484 1.0822 -2.0639 0.3953 -0.211
H 8.59378 7.04901 8.38205 -0.1394 -0.2895 -0.2904 0.397
H 6.41528 7.33706 7.04472 0.0669 -0.0770 0.0372 0.419
H 4.85660 9.08700 7.81252 -0.2593 -0.1092 0.1875 0.367
H 5.39616 10.48911 9.68718 -0.1330 0.0395 0.1705 0.353
H 7.74952 10.39400 10.73694 -0.5400 0.4448 0.0512 0.481
C 13.08264 13.28292 11.70774 -0.3366 -0.5446 1.4370 -0.371
C 11.91176 12.39783 11.28908 -0.3011 0.8331 1.7427 -0.221
O 11.50734 13.00760 10.08414 -0.1495 -0.6157 -0.6929 -0.116
C 12.44708 13.89323 9.68850 -2.5961 1.6191 -4.9420 0.647
O 12.36276 14.52593 8.63154 0.2352 -1.6497 2.5543 -0.627
O 13.37428 14.02506 10.54972 2.9561 0.4390 1.7684 -0.340
H 13.90886 12.73673 12.16288 0.3844 0.1271 -0.7247 0.345
H 12.72662 13.94961 12.49316 0.1342 0.3788 -0.1329 0.188
H 11.15892 12.63636 12.04038 -0.4534 -0.6656 -0.2038 0.163
H 12.10122 11.32448 11.30042 -0.0140 0.0998 -0.7918 0.352
C 9.18847 12.43209 6.73212 -0.7834 -0.6837 0.9736 -0.390
C 8.46860 13.05292 7.96750 1.5797 -0.9923 -0.6584 0.500
O 8.37684 14.37802 7.55014 -0.1023 1.7697 -0.5744 -0.124
C 8.49840 14.51205 6.20602 -0.9103 0.8293 -0.8497 0.593
O 8.25532 15.55025 5.61282 0.8543 -2.5312 1.0787 -0.562
O 8.82966 13.27997 5.64418 -0.2954 1.4042 0.6176 -0.393
H 8.84724 11.40376 6.61286 0.0021 0.0977 -0.5935 0.334
H 10.27120 12.43513 6.85776 -0.0131 0.1513 0.0457 0.259
H 9.16290 12.94221 8.80041 -0.3973 0.3166 0.2346 -0.326
H 7.47554 12.69440 8.23842 0.0803 -0.3015 -0.2535 0.103
C 9.54442 16.17083 12.45008 0.8917 1.3683 0.7838 0.405
C 9.41767 16.52750 10.99132 -0.3692 0.3922 0.4427 1.087
O 9.00686 15.29191 10.42006 -0.5460 -1.4002 0.4715 -0.028
C 8.89118 14.32567 11.40436 -0.7115 -1.6553 -1.3156 0.411
O 8.45604 13.18926 11.24100 1.0354 2.6262 0.1241 -0.579
O 9.35122 14.78096 12.57574 -0.2274 -0.4906 -0.4197 -0.384
H 8.77440 16.69890 13.01252 0.2955 -0.0849 0.3496 -0.145
H 10.55764 16.42915 12.75788 -0.2666 -0.0725 0.5976 0.121
H 10.33278 16.93109 10.55798 0.0278 -0.4535 -0.2538 -0.115
H 8.65267 17.30184 10.93424 -0.1135 -0.2831 -0.5667 -0.821
C 5.70288 19.66753 15.88644 -0.4193 -0.8488 1.1159 -0.362
C 5.98318 18.15843 15.85442 -0.1105 0.2246 0.0621 -0.329
O 7.06156 18.05786 14.90236 -0.0404 -0.5252 -0.0669 -0.288
C 7.17366 19.20702 14.23892 2.8517 2.4321 -1.9268 0.631
O 7.98582 19.52529 13.35636 -2.4721 -1.9421 2.3902 -0.405
O 6.37270 20.14317 14.78544 0.3248 0.6564 -1.8256 -0.352
H 6.17090 20.12534 16.75792 -0.4211 0.0663 0.2368 0.275
H 4.63628 19.87640 15.80358 0.1119 0.1923 0.2074 0.277
H 5.13684 17.58128 15.48196 0.1071 -0.0671 0.0726 0.281
H 6.30220 17.81498 16.83848 0.1024 -0.2951 -0.2999 0.263
```
Forces are in eV/Å.

The total charge is 0. The calculation puts the total energy at -64333.5958 eV. The calculation puts the largest force on an atom at 5.81 eV Å⁻¹. As for the structure (SMILES): Fc1ccccc1.Fc1ccccc1.Fc1ccccc1.O=C1OCCO1.O=C1OCCO1.O=C1OCCO1.O=C1OCCO1. For the gap between HOMO and LUMO, the calculation gives 9.32 eV.



2.
Below is C30H31F4N5O3S2Ti as an isolated structure, with properties calculated with ωB97M-V/def2-TZVPD.

```
76
Properties=species:S:1:pos:R:3:forces:R:3:mulliken_charge:R:1
Ti -0.14147 1.52411 1.28289 -0.1603 0.3810 0.7617 -1.674
C -3.01174 1.34269 2.46349 -0.0166 0.0330 -0.0238 -1.230
N -2.06956 0.42901 1.79154 0.0885 -0.1871 -0.2532 1.085
C -2.68822 -0.06605 0.53788 -0.0291 0.0466 0.1617 -0.062
C -1.74372 -0.72273 2.67485 0.0699 -0.0871 -0.0506 -0.725
C -0.56943 -0.36400 3.56822 0.0089 0.0247 -0.0362 -0.759
N 0.38335 0.21520 2.65187 -0.0949 -0.0697 -0.0322 0.719
C 1.54317 0.87740 2.98600 0.1401 0.0176 -0.0710 0.216
C 1.82837 1.79830 1.96004 -0.0622 0.0308 -0.0569 1.191
F -0.67360 2.85462 2.39845 -0.0548 -0.1362 -0.2002 -0.453
C 2.89759 2.62891 2.12971 -0.0049 -0.0026 -0.0666 0.415
F 3.15459 3.58474 1.19058 0.0042 0.0052 -0.0065 -0.438
C 3.75635 2.55798 3.21549 0.0482 0.0084 0.0319 -1.064
C 3.44719 1.63456 4.19993 0.0131 0.0033 -0.0151 0.502
F 4.24332 1.53480 5.27671 -0.0111 -0.0053 -0.0001 -0.343
C 2.34374 0.80198 4.11800 -0.0111 -0.0289 0.0194 -0.051
F 2.07179 -0.06197 5.11993 0.0025 0.0019 0.0135 -0.330
H -3.96395 0.82888 2.63097 0.0054 -0.0020 0.0022 0.370
H -3.18335 2.21828 1.84036 -0.0059 0.0012 -0.0068 0.200
H -2.59717 1.67224 3.41242 0.0062 -0.0023 -0.0088 0.336
H -3.58607 -0.64618 0.77785 -0.0081 -0.0264 -0.0253 0.533
H -1.98047 -0.70695 0.01329 0.0100 0.0830 0.1299 -0.736
H -2.97740 0.77475 -0.08915 0.0172 0.0389 -0.0197 0.045
H -1.44550 -1.55287 2.03203 -0.0294 0.0772 0.0597 0.101
H -2.63084 -1.01860 3.24283 -0.0242 0.0114 -0.0013 0.368
H -0.18963 -1.26240 4.06282 -0.0010 0.0015 0.0056 0.413
H -0.85393 0.34871 4.35397 -0.0020 -0.0001 -0.0013 0.458
H 4.62607 3.19176 3.31132 -0.0009 0.0005 -0.0006 0.520
O 0.37516 0.35978 -0.30153 -0.0722 -0.0845 -0.0754 0.536
S 0.95264 0.82501 -1.64276 0.1124 0.0548 0.0694 0.231
C 0.98176 -0.70851 -2.59569 -0.0300 0.0333 -0.0140 -0.919
C 1.23103 -1.95216 -1.75657 0.0468 -0.0255 0.0141 0.001
C 0.60987 -3.18665 -2.40983 0.0638 -0.0281 -0.0953 -0.797
C 0.48691 -4.36267 -1.45518 0.0265 -0.0306 0.0381 -1.051
S -0.89709 -4.24486 -0.27824 -0.0498 -0.0984 -0.0422 -0.079
O -0.87830 -2.87934 0.31916 0.0172 0.0010 -0.0258 -0.202
C -2.20311 -4.23977 -1.50641 -0.0128 -0.0796 0.0274 0.360
C -2.86864 -3.05734 -1.77559 -0.0173 0.0342 0.0045 0.155
C -3.88859 -3.05476 -2.71848 -0.0009 -0.0018 -0.0076 -0.657
C -4.23281 -4.22843 -3.37365 0.0109 0.0171 0.0067 -0.518
C -3.56621 -5.41326 -3.08478 0.0137 0.0004 0.0217 -0.556
C -2.55074 -5.42458 -2.14108 -0.0184 0.0051 -0.0061 -0.636
C 2.68258 1.05563 -1.32937 0.0443 -0.0022 0.0089 0.867
C 3.34442 0.28333 -0.38392 -0.0195 -0.0029 0.0293 -0.240
C 4.68782 0.52258 -0.15451 0.0274 0.0154 -0.0054 -0.928
C 5.34968 1.52326 -0.85820 -0.0262 -0.0179 0.0057 -0.527
C 4.67240 2.29737 -1.78785 0.0062 0.0031 0.0038 -0.644
C 3.32301 2.07257 -2.02023 -0.0223 -0.0109 -0.0358 -0.706
H 1.72901 -0.53727 -3.37312 -0.0451 -0.0267 -0.0477 0.584
H -0.00167 -0.73943 -3.07022 -0.0181 -0.0192 0.0200 0.522
H 0.78784 -1.80980 -0.77109 -0.0019 -0.0114 -0.0537 -0.022
H 2.30368 -2.10763 -1.62345 -0.0008 0.0171 0.0226 0.280
H 1.21458 -3.50034 -3.26570 -0.0419 0.0077 -0.0168 0.466
H -0.38018 -2.94499 -2.80519 0.0117 0.0126 -0.0055 0.338
H 1.38099 -4.48398 -0.83917 -0.0144 -0.0014 0.0089 0.462
H 0.31165 -5.30168 -1.98443 0.0282 -0.0112 0.0151 0.541
H -2.58534 -2.15891 -1.24172 -0.0372 -0.0695 -0.0508 0.340
H -4.41433 -2.13478 -2.93755 -0.0039 0.0090 0.0036 0.481
H -5.02945 -4.22321 -4.10555 -0.0040 -0.0030 -0.0018 0.385
H -3.84609 -6.33009 -3.58620 0.0011 -0.0039 -0.0031 0.385
H -2.04066 -6.34893 -1.89376 -0.0098 -0.0031 -0.0105 0.428
H 2.80084 -0.45472 0.19112 0.0001 0.0042 0.0059 0.386
H 5.21617 -0.05606 0.59136 -0.0040 -0.0022 0.0043 0.416
H 6.39722 1.71191 -0.66393 0.0037 -0.0003 0.0017 0.409
H 5.18517 3.09049 -2.31450 -0.0014 0.0035 -0.0034 0.430
H 2.76982 2.68928 -2.71840 0.0055 0.0091 0.0017 0.417
N 0.01328 4.85725 -0.01285 0.0594 -0.0637 0.0391 -0.336
C -0.95672 3.97634 -0.32041 -0.1042 0.0091 -0.0141 1.009
O -0.69436 2.71620 -0.19363 0.1983 0.1904 -0.1364 -0.240
C -2.19096 4.39969 -0.81523 -0.0276 -0.0720 0.0476 0.354
C -3.15319 3.42103 -1.17065 0.0531 0.1175 0.0630 -0.044
N -3.92063 2.60242 -1.43841 -0.0101 -0.0467 -0.0230 -0.656
C -2.46163 5.78254 -0.96081 -0.0926 -0.1053 -0.1974 -0.411
N -2.63831 6.91336 -1.10288 0.0547 0.0513 0.1096 -0.560
H 0.80133 4.52605 0.52163 0.0043 0.0071 -0.0095 0.093
H -0.19933 5.84093 0.00512 -0.0003 0.0004 -0.0005 0.242
```
Forces are in eV/Å.

The total charge is 0. The energy relative to the best compared isomer or geometry (same formula, charge and spin) comes out at 137.14 kJ/mol. The calculation puts the total energy at -100863.4126 eV. The calculation puts the largest force on an atom at 0.87 eV Å⁻¹. For the gap between HOMO and LUMO, the calculation gives 7.71 eV.



3.
Below is C30H31LuN2O3 as an isolated structure in a non-equilibrium geometry, with properties calculated with ωB97M-V/def2-TZVPD.

```
67
Properties=species:S:1:pos:R:3:forces:R:3:mulliken_charge:R:1
Lu 0.24822 0.91782 -1.35038 0.5345 0.8064 1.8124 1.646
C 2.50339 1.28054 -0.25142 0.8914 0.5706 1.1559 -0.426
C 2.80870 0.41059 -1.31757 0.4049 0.2190 -0.2935 -1.186
C 2.58482 1.13708 -2.51189 1.1241 -0.3322 -0.9439 -0.327
H 3.20660 -0.60820 -1.23450 -0.2616 0.5204 -0.0471 0.417
C 2.09446 2.41629 -2.19790 0.4886 0.3843 -0.0374 -0.391
C 2.04743 2.51711 -0.77671 0.8721 0.2050 0.3955 -0.674
H 1.77662 3.40422 -0.19381 0.0071 -0.6299 -0.2650 0.379
H 2.73126 1.07052 0.81719 -0.6349 0.1881 -1.0314 0.560
H 2.89701 0.78973 -3.52431 -0.7411 0.1694 0.9841 0.513
H 1.87363 3.22318 -2.90864 0.0079 -0.5101 0.3648 0.421
C -2.17988 1.30885 -0.74555 1.1680 2.6811 -1.8808 -0.684
C -1.43119 2.50001 -0.36723 -1.4669 -0.2608 -0.5181 -0.447
C -0.94782 3.12184 -1.54100 -0.8705 0.4209 -0.3341 -1.458
H -1.36799 2.90399 0.63380 0.3806 -0.2305 -0.1376 0.660
C -1.39877 2.37974 -2.68722 -0.5971 -0.4527 2.5740 -0.544
C -2.12545 1.25982 -2.17455 -1.3161 0.0735 -0.1653 -0.587
H -2.65811 0.49991 -2.78952 0.7463 0.6328 0.5658 0.325
H -2.71759 0.66759 -0.11063 -0.3447 -0.8032 0.6575 0.612
H -0.38858 4.06796 -1.58630 -0.2625 -0.6366 0.1118 0.440
H -1.30000 2.66748 -3.69509 0.3366 0.0608 -0.8033 0.919
O 0.19459 -0.10581 -2.96675 0.8330 -5.4408 -4.3999 -0.421
C 0.03106 0.48938 -5.45151 1.3891 -3.4851 1.3427 1.143
C 0.73734 -0.90809 -5.26076 -1.3425 1.4122 -2.4079 -1.076
C 0.83125 1.68250 -5.40553 0.7302 1.2241 -0.5021 -1.195
C -1.41909 0.44639 -5.46799 -0.7082 0.1372 -1.4241 -1.517
C 0.72145 -1.31743 -3.84633 -1.8967 1.7812 4.3242 -0.546
H 1.74511 -0.86401 -5.67487 0.1411 0.0729 0.0487 0.338
H 0.16743 -1.63589 -5.90588 0.5129 0.4247 0.5510 0.393
H -0.00307 -2.14802 -3.61444 0.7726 0.7260 -0.3097 0.356
H 1.70064 -1.57226 -3.41854 -0.1694 -0.0211 -0.2528 0.234
H 0.83884 2.03788 -6.44079 0.3451 0.6803 -0.2957 0.491
H 1.87834 1.54491 -5.09937 -0.4508 -0.1713 -0.1413 0.220
H 0.43311 2.49453 -4.79364 -0.1178 -0.0835 0.0532 0.064
H -1.66056 0.28249 -6.54566 -0.5639 -0.0328 0.2908 0.440
H -1.87142 1.38389 -5.19029 -0.2369 0.3621 0.1233 0.386
H -1.90610 -0.34711 -4.90140 0.3195 -0.0841 0.1352 0.235
O 0.58176 2.34277 1.86634 -0.0749 -0.4175 0.1349 -0.763
C 0.25218 1.15886 1.95157 0.3007 0.3673 -1.1232 -0.775
N -0.03339 0.54494 3.10791 -0.8915 -2.6994 -0.7684 0.359
C -0.30602 -0.94975 2.92496 0.5559 2.1498 -0.1437 1.772
C -0.28822 -0.97658 1.36503 0.5940 2.0698 -0.2092 -1.248
O -0.57976 -1.93291 0.67963 -0.0896 -0.5216 -0.1057 -0.728
N 0.09552 0.27130 0.87831 -0.4546 -1.4682 1.3069 0.865
C 0.84943 -1.67368 3.56351 0.4437 -0.3019 0.6924 0.376
C 1.71400 -2.48756 2.82494 -0.0727 0.1232 0.4897 -1.117
C 2.84812 -3.03313 3.43485 0.0393 -0.1052 0.0492 -0.335
C 3.12453 -2.79459 4.78294 -0.3110 0.1071 -0.4208 0.021
C 2.23453 -2.02361 5.53015 -0.5252 0.3549 0.5143 -1.073
C 1.08874 -1.46542 4.94618 1.1812 -1.0176 -1.1536 -1.108
C -1.66141 -1.23561 3.50055 -0.8722 -0.5535 0.4986 0.093
C -1.86903 -2.23188 4.47923 -0.5550 0.9479 -0.4306 -0.498
C -3.09875 -2.28320 5.15140 0.2682 -0.5608 0.2002 -1.071
C -4.13796 -1.42344 4.81827 0.2004 0.0783 -0.2989 -0.195
C -3.96124 -0.50810 3.77635 0.3860 0.1582 -0.4440 -0.543
C -2.73199 -0.40857 3.10553 -0.3622 -1.1410 1.4539 -0.910
H 0.11240 0.95740 3.98023 0.3049 0.6179 1.2923 0.374
H 1.48555 -2.68994 1.78178 0.1188 0.0342 0.1441 0.428
H 3.51843 -3.65744 2.83234 -0.2018 0.2316 0.2689 0.317
H 4.01271 -3.21637 5.25014 -0.1695 0.0814 -0.0630 0.594
H 2.41147 -1.83513 6.60616 -0.0335 -0.1783 -0.6924 0.770
H 0.40272 -0.88895 5.53583 -0.1794 0.2628 0.2383 0.290
H -1.07211 -2.92431 4.72356 -0.0802 0.0903 0.0845 0.820
H -3.22221 -3.02783 5.95760 0.0180 0.4736 -0.5255 0.515
H -5.08705 -1.47036 5.34859 0.1648 0.0109 -0.0691 0.511
H -4.77275 0.15707 3.46324 0.1980 -0.2741 0.1890 0.335
H -2.58583 0.30659 2.32984 0.0751 0.5014 -0.4092 0.210
```
Forces are in eV/Å.

The total charge is -2. The calculation puts the total energy at -74355.6544 eV. The calculation puts the largest force on an atom at 7.05 eV Å⁻¹. For the gap between HOMO and LUMO (alpha / beta), the calculation gives 6.75 / 1.55 eV.



The lowest total energy belongs to which entry?
C30H31F4N5O3S2Ti